No. 1
Below is a molecular structure, CH9NO2 in a non-equilibrium geometry, with properties calculated with the ωB97M-V functional and the def2-TZVPD basis.

XYZ file:
```
13
CH9NO2, DFT the ωB97M-V functional and the def2-TZVPD basis
H -0.1305 -1.0881 1.5405
O -0.2917 -1.6651 2.5181
N 0.1650 -0.7071 0.2615
H 0.5668 -1.5436 2.9623
H -0.7432 -0.3963 -0.0602
H 0.4539 -1.6140 -0.0788
C 1.1519 0.3386 0.0173
H 0.8600 1.3601 0.3530
H 2.0870 0.2486 0.5892
H 1.3999 0.4560 -1.0569
O -1.6893 1.2635 -2.2995
H -2.5826 1.2618 -2.6584
H -1.2473 2.0856 -2.0882
```

Values from the calculation:
- Frontier orbital gap: 9.7 eV
- E: -6767.12719 eV
- LUMO: 0.51 eV
- Charge: 0

***

No. 2
Below is 2 unconnected molecules or ions with the total composition C2H8NO in a non-equilibrium geometry, with properties calculated with the ωB97M-V functional and the def2-TZVPD basis.

XYZ file:
```
12
C2H8NO, DFT the ωB97M-V functional and the def2-TZVPD basis
O 1.7133 1.5298 -0.4012
H 0.0570 0.6307 -0.0608
H 1.6736 2.3996 -0.8458
H 2.5848 1.4223 -0.0015
C -1.3856 -0.2551 0.9604
C 0.0469 -1.2262 -0.8962
N -0.4778 -0.1942 -0.2136
H -1.7785 -1.3370 0.8586
H -2.1057 0.5055 0.8675
H -0.7882 -0.1581 1.8997
H 0.8756 -1.0601 -1.4880
H -0.4153 -2.2572 -0.6791
```

Values from the calculation:
- <S²>: 0.753
- 2S+1: 2
- Frontier orbital gap (alpha / beta): 5.9 / 10.4 eV
- E: -5738.83400 eV
- LUMO (alpha / beta): 0.63 / 0.62 eV
- Charge: 0

***

No. 3
Below is a gas-phase ion, C3H3O3 (charge +1) in a non-equilibrium geometry, with properties calculated with the ωB97M-V functional and the def2-TZVPD basis.

XYZ file:
```
9
C3H3O3, DFT the ωB97M-V functional and the def2-TZVPD basis
C -1.7005 0.5411 0.1081
C -1.0967 -0.8253 -0.0115
C 1.0122 -0.0282 -0.5327
O -2.8481 0.7435 0.2942
O 1.8940 0.6766 -0.0296
O 0.1603 -0.8400 -0.1412
H -1.6374 -1.7641 -0.0392
H -0.8799 1.3460 0.0138
H 2.0188 0.8349 0.9432
```

Values from the calculation:
- Frontier orbital gap (alpha / beta): 7.5 / 8.8 eV
- E: -9288.29406 eV
- LUMO (alpha / beta): -7.51 / -6.92 eV
- Charge: +1